A.
Molecular formula: H9O5
Method: DFT, ωB97M-V/def2-TZVPD

Frontier orbital gap: 9.2781 eV
Net charge: -1
Highest occupied orbital energy: -5.20 eV

Each line ends with the natural charge from an NBO analysis.
CARTESIAN COORDINATES (ANGSTROEM)
O1 0.405 -0.584 2.364  -1.02
O2 0.119 -0.016 -1.882  -1.01
O3 -0.683 0.799 0.433  -1.28
O4 -1.435 -2.173 -1.009  -0.99
O5 1.612 2.261 0.219  -0.99
H1 0.194 -1.346 1.812  0.44
H2 -0.079 0.096 1.768  0.50
H3 -1.705 -1.690 -0.238  0.47
H4 -0.770 -1.617 -1.446  0.50
H5 2.010 1.951 -0.602  0.45
H6 1.018 -0.357 -1.792  0.44
H7 -0.042 0.296 -0.924  0.52
H8 0.885 1.610 0.405  0.52
H9 -1.530 0.769 0.892  0.45

B.
Molecular formula: H9O5
Method: DFT, ωB97M-V/def2-TZVPD

Frontier orbital gap: 9.3152 eV
Net charge: -1
Highest occupied orbital energy: -5.20 eV

Each line ends with the natural charge from an NBO analysis.
CARTESIAN COORDINATES (ANGSTROEM)
O1 1.830 1.997 1.023  -1.01
O2 -0.691 1.206 0.939  -1.10
O3 -0.048 -1.085 0.405  -1.15
O4 -2.351 -0.393 -1.397  -0.96
O5 1.988 -1.461 -1.274  -0.98
H1 -0.326 0.039 0.822  0.49
H2 0.925 1.580 1.244  0.50
H3 -0.704 -1.603 0.829  0.42
H4 -0.995 1.234 1.849  0.43
H5 1.556 2.621 0.340  0.45
H6 -2.377 -0.813 -0.529  0.48
H7 1.358 -1.100 -1.935  0.45
H8 -1.455 -0.486 -1.695  0.48
H9 1.289 -1.734 -0.621  0.51

C.
Molecular formula: H9O5
Method: DFT, ωB97M-V/def2-TZVPD

Frontier orbital gap: 7.8982 eV
Net charge: -1
Highest occupied orbital energy: -4.74 eV

Each line ends with the natural charge from an NBO analysis.
CARTESIAN COORDINATES (ANGSTROEM)
O1 0.955 -3.865 -2.260  -0.94
O2 -1.670 -0.443 2.280  -1.06
O3 2.055 2.273 0.578  -0.98
O4 0.014 0.148 0.397  -1.26
O5 -1.372 2.188 -0.918  -0.99
H1 -2.383 0.108 1.933  0.43
H2 0.299 -3.786 -1.579  0.48
H3 -2.005 1.645 -0.287  0.45
H4 2.465 2.334 -0.411  0.44
H5 1.510 1.455 0.512  0.52
H6 1.471 -4.666 -2.026  0.46
H7 -1.035 -0.368 1.344  0.50
H8 0.496 -0.600 0.676  0.43
H9 -0.679 1.471 -0.779  0.52

Which of them is the least stable? Correct choice: C.

A.
Molecular formula: C5H11O4
Method: DFT, ωB97M-V/def2-TZVPD

Frontier orbital gap (spin up / spin down): 9.9918 / 6.9263 eV
Highest occupied orbital energy (spin up / spin down): -9.24 / -9.24 eV
Spin multiplicity: 2

Each line ends with the natural charge from an NBO analysis.
CARTESIAN COORDINATES (ANGSTROEM)
O1 -2.506 -0.445 6.543  -0.73
O2 0.506 -1.614 8.530  -0.46
O3 0.634 -0.758 7.355  -0.28
O4 1.875 0.838 4.020  -0.41
C1 -0.166 -2.714 6.141  -0.22
C2 0.952 -1.753 6.385  -0.13
C3 -1.375 -2.335 5.668  0.03
C4 -2.453 -3.363 5.483  -0.65
C5 -1.682 -0.860 5.445  -0.11
H1 2.769 0.978 4.372  0.41
H2 1.814 -2.349 6.705  0.19
H3 0.048 -3.773 6.298  0.20
H4 -2.284 0.477 6.744  0.48
H5 -2.282 -0.795 4.517  0.17
H6 -2.547 -3.990 6.386  0.23
H7 -3.415 -2.876 5.273  0.22
H8 -2.200 -4.050 4.657  0.22
H9 -0.411 -1.402 8.776  0.47
H10 -0.754 -0.244 5.357  0.19
H11 1.209 -1.211 5.478  0.20

B.
Molecular formula: C5H11O4
Method: DFT, ωB97M-V/def2-TZVPD

Frontier orbital gap (spin up / spin down): 10.2156 / 7.0181 eV
Highest occupied orbital energy (spin up / spin down): -9.78 / -9.76 eV
Spin multiplicity: 2

Each line ends with the natural charge from an NBO analysis.
CARTESIAN COORDINATES (ANGSTROEM)
O1 -2.733 -2.708 3.141  -0.48
O2 -2.947 -2.747 0.198  -0.71
O3 0.835 -0.129 4.449  -0.48
O4 -2.144 -1.568 5.781  -0.71
C1 -1.778 -0.974 4.545  -0.07
C2 -0.249 -2.869 3.638  -0.64
C3 -1.762 -2.470 0.925  -0.09
C4 -2.116 -1.798 2.217  0.05
C5 -1.492 -2.056 3.529  0.19
H1 -1.930 -0.952 6.524  0.47
H2 -0.236 -3.485 4.541  0.23
H3 -1.213 -3.369 1.180  0.17
H4 -0.803 -0.433 4.696  0.21
H5 0.580 -2.176 3.752  0.23
H6 -2.586 -0.312 4.139  0.17
H7 -0.009 -3.518 2.791  0.22
H8 -2.731 -3.154 -0.636  0.47
H9 -2.657 -0.842 2.141  0.18
H10 -1.028 -1.800 0.456  0.16
H11 1.559 0.478 4.771  0.43

Which of them is the least stable? Correct choice: A.

A.
Molecular formula: C4H8FNO
Method: DFT, ωB97M-V/def2-TZVPD

Frontier orbital gap (spin up / spin down): 7.6868 / 8.2730 eV
Highest occupied orbital energy (spin up / spin down): -7.25 / -7.40 eV

Each line ends with the natural charge from an NBO analysis.
CARTESIAN COORDINATES (ANGSTROEM)
F1 -0.783 1.055 2.359  -0.36
O1 -2.318 -0.775 0.452  -0.48
N1 0.700 1.223 0.664  -0.64
C1 -1.614 0.392 0.199  -0.15
C2 -0.396 0.508 1.159  0.47
C3 1.552 0.573 -0.301  -0.41
C4 -1.543 -1.873 0.392  -0.10
H1 2.318 1.270 -0.636  0.21
H2 0.954 0.278 -1.165  0.20
H3 2.036 -0.325 0.103  0.19
H4 -2.314 1.223 0.335  0.21
H5 1.190 1.738 1.383  0.39
H6 -1.208 0.404 -0.818  0.17
H7 -0.635 -1.862 -0.183  0.15
H8 -2.035 -2.787 0.658  0.17

B.
Molecular formula: C4H8FNO
Method: DFT, ωB97M-V/def2-TZVPD

Structure (SMILES): CO/C=C(\F)CN
Frontier orbital gap: 9.3456 eV
Highest occupied orbital energy: -8.46 eV

Each line ends with the natural charge from an NBO analysis.
CARTESIAN COORDINATES (ANGSTROEM)
F1 -0.264 1.292 -0.132  -0.35
O1 1.973 -0.722 -0.254  -0.49
N1 -2.787 0.026 -0.204  -0.82
C1 2.484 0.510 0.173  -0.25
C2 0.663 -0.906 -0.130  0.07
C3 -1.632 -0.480 0.481  -0.29
C4 -0.366 -0.043 0.060  0.26
H1 -2.751 0.997 -0.180  0.36
H2 3.551 0.418 0.195  0.19
H3 2.112 0.732 1.189  0.18
H4 0.377 -1.958 -0.387  0.20
H5 -2.880 -0.295 -1.181  0.36
H6 2.189 1.343 -0.464  0.18
H7 -1.781 -0.155 1.510  0.20
H8 -1.605 -1.600 0.471  0.21

Which of them is the least stable? Correct choice: A.

A.
Molecular formula: C4H8FNO
Method: DFT, ωB97M-V/def2-TZVPD

Structure (SMILES): CN[C@H]1[C@H](O)[C@H]1F
Frontier orbital gap: 9.2994 eV
Highest occupied orbital energy: -8.64 eV

Each line ends with the natural charge from an NBO analysis.
CARTESIAN COORDINATES (ANGSTROEM)
F1 -0.215 -0.516 -2.153  -0.34
O1 -0.945 2.410 -0.105  -0.68
N1 0.340 -1.184 0.003  -0.63
C1 -0.260 1.199 -0.411  0.00
C2 -0.967 0.156 -1.249  0.17
C3 -0.634 -0.184 0.041  -0.14
C4 1.241 -1.079 1.235  -0.44
H1 2.062 -1.767 0.839  0.21
H2 0.787 -1.618 2.179  0.21
H3 0.810 1.480 -0.685  0.19
H4 1.471 0.007 1.209  0.19
H5 -1.090 2.289 1.053  0.46
H6 0.798 -1.253 -0.974  0.41
H7 -1.937 0.370 -1.643  0.19
H8 -1.462 -0.309 0.658  0.21

B.
Molecular formula: C4H8FNO
Method: DFT, ωB97M-V/def2-TZVPD

Frontier orbital gap: 10.5348 eV
Highest occupied orbital energy: -9.72 eV

Each line ends with the natural charge from an NBO analysis.
CARTESIAN COORDINATES (ANGSTROEM)
F1 0.552 1.532 -1.629  -0.65
O1 0.923 -0.707 -0.274  -0.46
N1 -0.682 0.690 0.352  -0.63
C1 -0.099 0.053 -0.690  0.79
C2 1.326 -0.234 1.029  -0.08
C3 -0.864 -0.584 -1.772  -0.67
C4 -0.022 0.289 1.596  -0.24
H1 -1.376 -1.489 -1.323  0.22
H2 0.297 1.009 2.339  0.21
H3 -0.532 -0.606 2.219  0.18
H4 -1.223 1.508 0.281  0.43
H5 -0.366 -0.945 -2.654  0.25
H6 -1.578 0.048 -2.257  0.24
H7 1.597 -1.122 1.647  0.20
H8 2.046 0.555 1.136  0.20

Which of them is the least stable? Correct choice: A.